(1)
A 7-piece molecular cluster, H15NO6 overall at a distorted geometry. Source: the Open Molecules 2025 dataset; level of theory: ωB97M-V/def2-TZVPD.

Structure (XYZ):
```
22
Properties=species:S:1:pos:R:3:lowdin_spin:R:1
N 2.058 -0.257 -1.799 0.46
H 2.439 -1.054 -1.279 0.01
H 2.893 0.221 -2.148 0.01
H 1.599 -0.716 -2.587 0.01
H -1.081 -3.183 2.212 0.00
H -2.324 -2.682 1.521 0.00
O -1.378 -2.802 1.374 0.00
H -3.354 0.746 -1.865 0.00
H -4.596 1.181 -2.572 0.00
O -4.251 1.045 -1.674 0.00
H 2.541 2.277 2.347 0.00
H 1.279 2.543 1.767 0.00
O 2.190 2.884 1.669 0.17
H 2.444 -0.801 3.136 0.00
H 2.645 -0.926 1.671 0.00
O 2.254 -0.321 2.306 0.00
H -1.347 1.057 -0.740 0.00
H -1.267 2.598 -0.632 0.00
O -0.728 1.794 -0.560 0.26
H -0.044 -1.193 -1.178 0.00
H -1.006 -1.367 -0.031 0.00
O -0.966 -1.042 -0.940 0.07
```

Computed properties:
* frontier orbital gap (alpha / beta): 10.83 / 3.35 eV
* F_max: 0.0433 Eh/bohr
* 2S+1: 2
* total energy: -14007.7777 eV
* net charge: +1
* HOMO (alpha / beta): -14.23 / -13.97 eV
* ΔE to the lowest compared entry with this formula, charge and spin: 42.4 kcal/mol

=====

(2)
C60H44BaBrCl2N5O3S2 as an isolated structure at a distorted geometry. Source: the Open Molecules 2025 dataset; level of theory: ωB97M-V/def2-TZVPD.

Structure (XYZ):
```
118
Properties=species:S:1:pos:R:3:lowdin_charge:R:1
Ba 0.225 0.284 0.139 1.68
C -5.364 -1.244 6.242 -0.10
C -4.038 -0.909 6.527 -0.10
C -3.122 -0.663 5.514 -0.05
C -3.529 -0.650 4.173 -0.22
C -4.871 -0.894 3.878 -0.03
C -5.765 -1.230 4.896 -0.09
C -2.591 -0.414 3.016 -0.06
C -1.843 -1.571 2.578 -0.25
C -1.809 -2.873 3.248 -0.02
C -1.239 -3.766 2.372 -0.01
C -0.889 -2.997 1.156 -0.25
N -1.239 -1.688 1.369 -0.04
C -0.316 -3.518 -0.081 -0.08
C -0.312 -2.905 -1.430 -0.26
C 0.355 -3.438 -2.588 -0.06
C 0.294 -2.480 -3.585 -0.05
C -0.441 -1.350 -3.046 -0.26
C -0.577 0.007 -3.642 -0.04
C -0.019 0.167 -5.025 -0.18
C 0.953 1.107 -5.435 -0.05
C 1.359 1.172 -6.757 -0.10
C 0.773 0.400 -7.768 -0.10
C -0.214 -0.512 -7.355 -0.10
C -0.558 -0.664 -6.023 -0.06
C -1.165 1.219 -3.084 -0.23
N -1.616 1.371 -1.785 0.00
C -1.905 2.704 -1.566 -0.23
C -2.460 3.243 -0.353 -0.05
C -3.011 4.646 -0.449 -0.19
C -2.241 5.829 -0.491 -0.02
C -2.873 7.079 -0.551 -0.09
C -4.255 7.188 -0.726 -0.12
C -4.990 6.004 -0.796 -0.11
C -4.399 4.758 -0.608 -0.05
C -2.719 2.523 0.885 -0.23
C -3.564 2.972 1.992 -0.03
C -3.568 1.969 2.920 -0.02
C -2.749 0.865 2.373 -0.26
N -2.237 1.267 1.183 0.00
C -1.646 3.446 -2.809 -0.01
C -1.222 2.537 -3.734 -0.03
N -0.831 -1.663 -1.771 0.02
C 0.191 -4.930 0.011 -0.19
C 1.121 -5.402 0.984 -0.05
C 1.506 -6.745 1.007 -0.09
C 0.876 -7.702 0.186 -0.11
C -0.062 -7.248 -0.737 -0.10
C -0.341 -5.879 -0.858 -0.06
H -6.075 -1.518 7.005 0.08
H -3.689 -0.885 7.547 0.09
H -2.082 -0.486 5.743 0.05
H -5.209 -0.830 2.850 0.12
H -6.775 -1.484 4.622 0.09
H -2.222 -3.094 4.226 0.10
H -1.104 -4.832 2.529 0.10
H 0.856 -4.395 -2.639 0.10
H 0.752 -2.539 -4.573 0.10
H 1.355 1.787 -4.712 0.10
H 2.143 1.874 -6.997 0.09
H 1.060 0.495 -8.808 0.08
H -0.687 -1.185 -8.071 0.09
H -1.232 -1.457 -5.726 0.11
H -1.163 5.733 -0.469 0.10
H -2.254 7.982 -0.462 0.10
H -4.729 8.154 -0.828 0.08
H -6.068 6.050 -0.977 0.09
H -4.996 3.859 -0.540 0.12
H -4.076 3.924 2.042 0.10
H -4.094 1.954 3.865 0.10
H -1.729 4.517 -2.959 0.10
H -0.956 2.751 -4.756 0.09
H 1.510 -4.725 1.717 0.08
H 2.283 -7.032 1.684 0.08
H 1.077 -8.761 0.325 0.09
H -0.579 -7.939 -1.394 0.09
H -1.043 -5.555 -1.609 0.11
Cl 3.075 0.441 2.420 0.68
C 4.072 -0.956 2.521 -0.68
C 5.119 -0.874 3.437 -0.15
C 6.010 -1.943 3.604 -0.12
C 5.804 -3.113 2.856 -0.16
C 4.813 -3.187 1.873 -0.69
Cl 4.812 -4.593 0.856 0.64
C 3.881 -2.104 1.679 -0.73
S 2.550 -2.247 0.604 0.54
H 5.174 0.056 3.994 0.09
H 6.799 -1.890 4.334 0.08
H 6.399 -4.015 3.007 0.08
Br 0.386 0.752 5.191 0.69
C -0.002 2.259 3.998 -0.67
C -0.754 3.314 4.646 -0.11
C -0.975 4.447 3.858 -0.08
C -0.402 4.591 2.590 -0.01
C 0.363 3.526 2.096 -0.16
N 0.399 2.344 2.764 0.07
C 1.172 3.719 0.754 -0.66
O 0.954 4.860 0.309 -0.04
O 1.858 2.740 0.394 -0.15
H -1.088 3.196 5.676 0.08
H -1.591 5.260 4.214 0.10
H -0.462 5.463 1.960 0.10
C 4.781 1.352 -3.622 -0.14
C 4.652 1.192 -2.112 -0.38
S 3.306 0.060 -1.622 0.85
O 1.980 0.720 -2.117 -0.65
C 3.675 -1.536 -2.568 -0.37
C 5.013 -2.176 -2.231 -0.13
H 5.504 2.156 -3.821 0.07
H 3.812 1.602 -4.094 0.07
H 5.167 0.438 -4.099 0.06
H 4.444 2.129 -1.583 0.09
H 5.570 0.790 -1.652 0.08
H 3.536 -1.275 -3.621 0.08
H 2.850 -2.182 -2.259 0.04
H 5.875 -1.553 -2.454 0.06
H 5.100 -3.088 -2.829 0.08
H 5.032 -2.462 -1.177 0.04
```

Computed properties:
* frontier orbital gap (alpha / beta): 5.08 / 5.08 eV
* F_max: 0.0533 Eh/bohr
* total energy: -193983.0028 eV
* net charge: -2
* HOMO (alpha / beta): -1.50 / -1.50 eV
* ΔE to the lowest compared entry with this formula, charge and spin: 0.0 kcal/mol

=====

(3)
A 8-piece molecular cluster, C7H27O8 overall at a distorted geometry. Source: the Open Molecules 2025 dataset; level of theory: ωB97M-V/def2-TZVPD.

Structure (XYZ):
```
42
Properties=species:S:1:pos:R:3:nbo_charge:R:1
C 2.859 1.247 0.108 -0.04
O 3.651 1.781 -0.961 -0.77
C 1.538 2.046 0.222 -0.42
C 0.759 1.736 1.545 -0.41
C 0.259 0.314 1.872 -0.57
C -0.374 -3.041 0.028 -0.62
C -0.079 -1.989 1.086 -0.46
C 0.144 -0.666 0.862 -0.18
H 3.407 1.386 1.046 0.16
H 2.675 0.222 -0.278 0.16
H 1.006 1.922 -0.716 0.18
H 1.722 3.121 0.122 0.18
H -0.094 2.408 1.482 0.19
H 1.451 2.096 2.322 0.18
H 3.817 1.174 -1.688 0.48
H 0.541 -0.095 2.840 0.19
H -0.659 -2.643 -0.937 0.17
H -1.076 -3.730 0.511 0.20
H 0.443 -3.697 -0.334 0.15
H 0.030 -2.376 2.127 0.17
H 0.030 -0.413 -0.214 0.15
H -1.263 2.559 -1.176 0.47
H 0.011 3.524 -0.994 0.49
O -0.896 3.317 -0.736 -0.95
H -1.331 0.401 -2.619 0.48
H -0.742 -0.957 -2.500 0.48
O -0.591 -0.112 -2.942 -0.94
H -3.682 0.768 -0.503 0.46
H -3.773 0.483 1.065 0.52
O -4.268 0.710 0.249 -0.98
H -2.450 0.926 2.899 0.46
H -1.542 0.480 1.703 0.50
O -2.426 0.236 2.227 -1.03
H 1.165 -0.228 -2.395 0.50
H 2.248 -0.636 -1.287 0.47
O 2.081 -0.153 -2.095 -0.99
H 2.094 -2.705 0.693 0.50
H 2.800 -2.755 -0.654 0.46
O 2.955 -2.507 0.273 -0.96
H -3.925 -2.027 -0.398 0.47
H -4.386 -0.651 -0.675 0.48
O -4.132 -1.477 -1.180 -0.99
```

Computed properties:
* frontier orbital gap: 4.88 eV
* F_max: 0.0533 Eh/bohr
* total energy: -24075.1080 eV
* net charge: -1
* HOMO: -2.21 eV
* ΔE to the lowest compared entry with this formula, charge and spin: 65.7 kcal/mol

=====

(4)
An isolated ion of composition C4H8NO and charge -1 at a distorted geometry. Source: the Open Molecules 2025 dataset; level of theory: ωB97M-V/def2-TZVPD.

Structure (XYZ):
```
14
Properties=species:S:1:pos:R:3:nbo_charge:R:1
C 1.385 0.414 -1.361 -0.56
C 0.755 -0.096 -0.345 0.14
C 1.194 -0.716 1.032 -0.66
N -0.852 -0.189 -0.525 -0.20
C -1.847 0.261 0.442 -0.43
O -1.164 0.282 -1.781 -0.82
H 0.794 0.968 -2.116 0.25
H 2.520 0.484 -1.442 0.16
H 0.339 -0.801 1.668 0.21
H 1.958 -0.187 1.598 0.20
H 1.332 -1.699 0.804 0.21
H -2.595 0.937 -0.116 0.20
H -2.351 -0.504 0.829 0.16
H -1.467 0.847 1.314 0.14
```

Computed properties:
* frontier orbital gap: 5.25 eV
* F_max: 0.1145 Eh/bohr
* total energy: -7811.3043 eV
* net charge: -1
* HOMO: -1.03 eV
* ΔE to the lowest compared entry with this formula, charge and spin: 49.0 kcal/mol